(1)
The following is a DFT calculation (ωB97M-V/def2-TZVPD) of a structure of composition C35H28F4N6S3Y.

## Properties
* ΔE to the lowest compared entry with this formula, charge and spin: 9.3 kJ/mol
* calculated total energy: -90108.7367 eV
* HOMO: -10.312 eV
* charge: +1
* molar mass: 793.75 g/mol
* LUMO level: -3.39 eV
* frontier orbital gap: 6.92 eV

```
77
C35H28F4N6S3Y ωB97M-V/def2-TZVPD
Y -0.68 -0.71 -0.57
C -0.74 -4.26 -0.22
N 0.14 -3.10 0.00
C 1.44 -3.37 -0.65
C 0.31 -2.95 1.47
C 1.26 -1.81 1.84
N 1.01 -0.69 0.95
C 1.90 0.35 0.95
C 2.10 1.04 -0.25
F 1.43 0.55 -1.35
C 2.86 2.18 -0.38
F 2.95 2.77 -1.57
C 3.53 2.69 0.72
C 3.38 2.02 1.92
F 3.98 2.49 3.01
C 2.59 0.88 2.04
F 2.44 0.34 3.26
H -0.30 -5.17 0.20
H -1.70 -4.08 0.27
H -0.90 -4.42 -1.28
H 1.92 -4.26 -0.22
H 1.28 -3.56 -1.71
H 2.10 -2.52 -0.53
H -0.68 -2.75 1.87
H 0.67 -3.89 1.90
H 1.09 -1.58 2.89
H 2.30 -2.14 1.75
H 4.14 3.57 0.65
S -1.50 -0.90 -6.68
C -2.36 -0.79 -8.15
C -3.08 0.35 -8.23
C -2.95 1.16 -7.07
C -2.11 0.62 -6.14
C -1.74 1.18 -4.84
C -1.54 0.34 -3.72
N -1.23 0.78 -2.52
C -1.11 2.12 -2.33
C -1.25 3.03 -3.38
C -1.05 4.43 -3.13
C -0.73 4.88 -1.90
C -0.60 3.97 -0.80
C -0.26 4.39 0.50
C -0.16 3.47 1.52
C -0.46 2.13 1.21
N -0.75 1.70 0.00
C -0.82 2.60 -1.01
C 0.30 3.84 2.86
C 1.17 4.84 3.19
C 1.45 4.89 4.57
C 0.79 3.93 5.27
S -0.17 2.95 4.26
C -1.56 2.53 -4.65
H -2.27 -1.58 -8.89
H -3.70 0.61 -9.08
H -3.46 2.10 -6.93
H -1.67 -0.72 -3.84
H -1.16 5.12 -3.96
H -0.58 5.93 -1.72
H -0.08 5.44 0.68
H -0.41 1.37 1.99
H 1.61 5.50 2.45
H 2.12 5.61 5.03
H 0.81 3.75 6.34
H -1.66 3.21 -5.48
C -1.94 -3.21 -3.51
C -2.92 -2.92 -2.41
C -4.17 -3.51 -2.40
C -5.00 -3.21 -1.33
N -4.64 -2.41 -0.34
C -3.42 -1.88 -0.40
S -2.86 -0.87 0.91
N -2.56 -2.08 -1.43
H -2.27 -2.76 -4.45
H -1.87 -4.28 -3.68
H -0.95 -2.83 -3.27
H -4.48 -4.19 -3.18
H -6.00 -3.63 -1.27
```



(2)
The following is a DFT calculation (ωB97M-V/def2-TZVPD) of a structure of composition C35H28F9IN3O5SSiW.

## Properties
* calculated total energy: -104555.5021 eV
* HOMO (spin up / spin down): -4.312 / -5.236 eV
* charge: -1
* molar mass: 1112.50 g/mol
* LUMO level (spin up / spin down): 1.37 / 1.40 eV
* spin multiplicity: 3
* frontier orbital gap (spin up / spin down): 5.68 / 6.64 eV

```
84
C35H28F9IN3O5SSiW ωB97M-V/def2-TZVPD
W -0.07 0.11 0.27
I -3.07 1.01 -0.14
C -2.63 0.82 -2.21
C -3.69 0.77 -3.07
C -3.46 0.73 -4.45
C -2.18 0.79 -4.93
C -1.08 0.90 -4.05
C 0.22 1.13 -4.54
C 1.23 1.44 -3.68
C 1.03 1.36 -2.29
C -0.17 0.94 -1.72
C -1.28 0.87 -2.63
H -4.70 0.78 -2.68
H -4.30 0.69 -5.13
H -1.98 0.78 -6.00
H 0.38 1.12 -5.62
H 2.21 1.72 -4.05
H 1.84 1.64 -1.65
S 2.13 1.21 1.09
C 3.42 0.49 0.15
C 4.75 0.67 0.55
C 5.76 0.12 -0.21
C 5.43 -0.60 -1.35
C 4.09 -0.72 -1.68
N 3.10 -0.19 -0.96
H 4.95 1.23 1.45
H 6.79 0.25 0.08
H 6.19 -1.06 -1.97
H 3.78 -1.29 -2.55
O -1.34 -1.31 -0.14
C -2.06 -2.01 0.70
C -2.32 -1.64 2.04
C -3.24 -2.37 2.82
C -3.50 -1.99 4.12
C -2.89 -0.86 4.69
C -2.00 -0.13 3.93
C -1.68 -0.52 2.64
O -0.74 0.12 1.96
N -4.43 -2.76 4.91
O -4.97 -3.72 4.39
O -4.64 -2.42 6.05
H -2.54 -2.89 0.28
H -3.75 -3.22 2.40
H -3.12 -0.60 5.71
H -1.52 0.76 4.33
F -2.56 3.65 2.05
C -1.84 4.26 1.09
F -1.84 5.59 1.36
F -2.50 4.11 -0.07
C -0.40 3.65 1.01
O -0.49 2.39 0.57
C 0.25 3.76 2.45
F -0.34 4.70 3.23
F 0.12 2.60 3.10
F 1.55 4.06 2.42
C 0.44 4.53 0.02
F -0.24 4.75 -1.13
F 0.75 5.74 0.53
F 1.58 3.93 -0.32
C 3.44 -2.52 2.11
Si 1.57 -2.17 2.14
C 0.62 -3.69 2.79
C 1.39 -0.97 3.59
N 1.02 -1.69 0.54
C 1.12 -2.63 -0.49
C 0.73 -2.33 -1.81
C 0.79 -3.26 -2.83
C 1.26 -4.55 -2.59
C 1.70 -4.86 -1.31
C 1.64 -3.92 -0.29
H 3.77 -2.83 3.10
H 3.99 -1.61 1.85
H 3.74 -3.28 1.39
H 0.97 -3.93 3.80
H 0.72 -4.59 2.18
H -0.45 -3.47 2.86
H 2.25 -1.09 4.24
H 0.50 -1.20 4.18
H 1.34 0.08 3.31
H 0.39 -1.34 -2.06
H 0.47 -2.98 -3.82
H 1.30 -5.28 -3.39
H 2.09 -5.84 -1.10
H 2.00 -4.21 0.68
```